# 1
Below is a structure of composition C22H19B3F9HgNO28PS at a distorted geometry, with properties calculated with ωB97M-V with the def2-TZVPD basis set.

E	-4878.37976	Eh
orbital gap	7.168	eV
ΔE to the lowest compared entry with this formula, charge and spin	172.7	kJ/mol
charge	-3
maximum force	5.676	eV Å⁻¹

Element x y z (Å)
Hg (21.820, 1.937, -19.299)
O (20.666, 4.028, -18.923)
C (19.797, 4.837, -18.639)
O (19.969, 6.043, -18.188)
B (18.656, 6.678, -17.985)
O (17.607, 5.762, -18.478)
C (18.217, 4.653, -18.862)
O (17.743, 3.605, -19.375)
O (18.530, 8.034, -18.559)
C (18.123, 8.869, -17.711)
O (17.825, 9.995, -17.899)
C (18.129, 8.211, -16.382)
O (18.484, 6.964, -16.564)
O (17.792, 8.754, -15.308)
O (22.796, 2.699, -17.215)
C (22.600, 3.177, -16.074)
O (22.606, 4.423, -15.739)
B (22.104, 4.616, -14.289)
O (22.041, 3.251, -13.802)
C (22.289, 2.393, -14.750)
O (22.051, 1.185, -14.758)
O (22.935, 5.428, -13.431)
C (22.087, 6.282, -12.787)
O (22.406, 6.981, -11.836)
C (20.760, 6.304, -13.545)
O (20.740, 5.271, -14.292)
O (19.827, 7.138, -13.507)
O (21.240, -2.446, -17.025)
C (22.433, -2.467, -17.453)
O (23.357, -3.410, -17.433)
B (24.686, -2.942, -17.883)
O (24.475, -1.474, -18.024)
C (23.147, -1.223, -17.985)
O (22.603, -0.139, -18.241)
O (25.311, -3.549, -19.029)
C (26.454, -4.081, -18.746)
O (27.199, -4.727, -19.497)
C (26.672, -3.899, -17.200)
O (25.602, -3.203, -16.803)
O (27.560, -4.432, -16.534)
P (19.718, 1.104, -21.681)
F (20.817, 1.098, -22.836)
F (18.818, 2.033, -22.655)
F (18.977, -0.244, -22.252)
F (18.610, 1.224, -20.548)
F (20.708, 0.399, -20.587)
F (20.403, 2.349, -20.920)
C (18.715, 2.298, -15.898)
F (19.502, 3.324, -16.033)
F (18.935, 1.752, -14.686)
F (17.487, 2.846, -15.976)
S (18.967, 1.002, -17.269)
O (20.187, 1.385, -17.970)
O (19.107, -0.365, -16.655)
O (17.856, 1.264, -18.188)
C (24.859, 4.778, -21.875)
C (23.595, 3.917, -21.819)
C (23.116, 3.602, -23.328)
C (23.932, 2.602, -24.141)
C (24.117, 1.398, -23.265)
C (24.530, 1.565, -21.798)
N (23.776, 2.635, -21.044)
O (24.041, 2.821, -19.682)
C (24.058, 0.231, -21.175)
C (26.041, 1.615, -21.778)
C (22.482, 4.856, -21.201)
H (25.676, 4.144, -22.221)
H (25.105, 5.314, -20.959)
H (24.846, 5.556, -22.638)
H (22.031, 3.494, -23.319)
H (23.173, 4.543, -23.876)
H (24.838, 3.159, -24.379)
H (23.435, 2.487, -25.104)
H (24.946, 0.927, -23.792)
H (23.199, 0.817, -23.348)
H (22.987, 0.042, -21.258)
H (24.486, -0.683, -21.587)
H (24.410, 0.251, -20.144)
H (26.484, 2.334, -22.467)
H (26.480, 1.839, -20.805)
H (26.377, 0.636, -22.120)
H (21.534, 4.319, -21.246)
H (22.348, 5.731, -21.838)
H (22.846, 5.048, -20.192)
H (24.986, 2.959, -19.781)

Charges per atom according to Mulliken partitioning, unit e: number 1, Hg, carries 5.2518; number 2, O, carries -0.7251; number 3, C, carries -0.1517; number 4, O, carries -0.6174; number 5, B, carries 1.3857; number 6, O, carries -0.5327; number 7, C, carries 0.4636; number 8, O, carries -0.5308; number 9, O, carries -0.6958; number 10, C, carries 0.5129; number 11, O, carries -0.6507; number 12, C, carries 0.6304; number 13, O, carries -0.4468; number 14, O, carries -0.6841; number 15, O, carries -0.5329; number 16, C, carries 0.6066; number 17, O, carries -0.4620; number 18, B, carries 1.0784; number 19, O, carries -0.6542; number 20, C, carries 0.3808; number 21, O, carries -0.5737; number 22, O, carries -0.4972; number 23, C, carries 0.3924; number 24, O, carries -0.6375; number 25, C, carries 0.7170; number 26, O, carries -0.2225; number 27, O, carries -0.6836; number 28, O, carries -0.5687; number 29, C, carries 0.3157; number 30, O, carries -0.5514; number 31, B, carries 1.2326; number 32, O, carries -0.5907; number 33, C, carries 0.2249; number 34, O, carries -0.3507; number 35, O, carries -0.4565; number 36, C, carries 0.6357; number 37, O, carries -0.6654; number 38, C, carries 0.5933; number 39, O, carries -0.4782; number 40, O, carries -0.6438; number 41, P, carries 1.4405; number 42, F, carries -0.3232; number 43, F, carries -0.4191; number 44, F, carries -0.4130; number 45, F, carries -0.2564; number 46, F, carries -0.4765; number 47, F, carries -0.7012; number 48, C, carries 0.5848; number 49, F, carries -0.3104; number 50, F, carries -0.2632; number 51, F, carries -0.2315; number 52, S, carries 1.1209; number 53, O, carries -1.7860; number 54, O, carries -0.7365; number 55, O, carries -0.6929; number 56, C, carries -1.7292; number 57, C, carries 1.7752; number 58, C, carries -1.5519; number 59, C, carries -0.9167; number 60, C, carries -1.2392; number 61, C, carries 1.5776; number 62, N, carries 1.1560; number 63, O, carries -0.5302; number 64, C, carries -2.6440; number 65, C, carries -1.9503; number 66, C, carries -2.0380; number 67, H, carries 0.3497; number 68, H, carries 0.3163; number 69, H, carries 0.3907; number 70, H, carries 0.4485; number 71, H, carries 0.5009; number 72, H, carries 0.3647; number 73, H, carries 0.4097; number 74, H, carries 0.4444; number 75, H, carries 0.5322; number 76, H, carries 0.1035; number 77, H, carries 0.6137; number 78, H, carries 0.6352; number 79, H, carries 0.4663; number 80, H, carries 0.2700; number 81, H, carries 0.4938; number 82, H, carries 0.0799; number 83, H, carries 0.5076; number 84, H, carries 0.4893; number 85, H, carries 0.3205

---

# 2
Below is a structure of composition C22H19BrCoF5NO2SSi2, with properties calculated with ωB97M-V with the def2-TZVPD basis set.

E	-6488.38437	Eh
orbital gap (spin up / spin down)	4.860 / 7.578	eV
spin multiplicity	5
ΔE to the lowest compared entry with this formula, charge and spin	0.0	kJ/mol
charge	-1
maximum force	0.315	eV Å⁻¹

Element x y z (Å)
Co (-0.204, 0.654, -0.107)
C (3.072, -0.385, -1.430)
Si (1.913, -0.725, 0.040)
C (2.962, -0.416, 1.592)
C (1.754, -2.668, 0.015)
C (2.922, -3.428, -0.104)
C (2.901, -4.815, -0.112)
C (1.695, -5.495, -0.006)
C (0.518, -4.772, 0.112)
C (0.541, -3.379, 0.124)
Si (-0.926, -2.276, 0.314)
C (-2.605, -1.693, -2.602)
C (-1.132, -1.633, 2.049)
H (4.049, -0.866, -1.323)
H (3.241, 0.691, -1.525)
H (2.629, -0.729, -2.367)
H (3.926, -0.932, 1.544)
H (2.438, -0.757, 2.488)
H (3.140, 0.653, 1.718)
H (3.879, -2.925, -0.194)
H (3.829, -5.368, -0.205)
H (1.672, -6.578, -0.017)
H (-0.425, -5.303, 0.186)
H (-3.676, -1.822, -2.759)
H (-2.072, -2.590, -2.914)
H (-2.268, -0.839, -3.191)
H (-2.037, -2.071, 2.479)
H (-1.280, -0.550, 2.064)
H (-0.276, -1.868, 2.681)
Br (-2.259, 3.735, -0.835)
C (-3.059, 2.058, -0.365)
C (-4.323, 2.076, 0.130)
C (-4.972, 0.840, 0.405)
C (-4.306, -0.314, -0.040)
C (-3.049, -0.228, -0.562)
N (-2.292, 0.959, -0.614)
C (-2.333, -1.412, -1.149)
O (-2.438, -2.614, -0.348)
O (-0.916, -1.153, -0.953)
H (-4.818, 3.025, 0.279)
H (-5.954, 0.803, 0.853)
H (-4.776, -1.289, 0.008)
F (2.290, 6.993, -0.792)
C (1.798, 5.882, -0.224)
C (1.577, 4.745, -0.979)
F (1.846, 4.753, -2.291)
C (1.077, 3.611, -0.369)
F (0.868, 2.538, -1.167)
C (0.767, 3.533, 0.986)
S (0.111, 2.104, 1.738)
C (1.009, 4.701, 1.710)
F (0.745, 4.740, 3.023)
C (1.509, 5.852, 1.129)
F (1.719, 6.948, 1.872)

Charges per atom according to Mulliken partitioning, unit e: number 1, Co, carries 1.1873; number 2, C, carries -1.3136; number 3, Si, carries 0.6458; number 4, C, carries -1.1838; number 5, C, carries 0.5107; number 6, C, carries -0.3879; number 7, C, carries -0.7736; number 8, C, carries -0.4934; number 9, C, carries -0.7290; number 10, C, carries 0.2036; number 11, Si, carries 0.5712; number 12, C, carries -1.7927; number 13, C, carries -1.0021; number 14, H, carries 0.3672; number 15, H, carries 0.2955; number 16, H, carries 0.3094; number 17, H, carries 0.3891; number 18, H, carries 0.2688; number 19, H, carries 0.2590; number 20, H, carries 0.2116; number 21, H, carries 0.3761; number 22, H, carries 0.3722; number 23, H, carries 0.3909; number 24, H, carries 0.3481; number 25, H, carries 0.4301; number 26, H, carries 0.3803; number 27, H, carries 0.3697; number 28, H, carries 0.2544; number 29, H, carries 0.3435; number 30, Br, carries -0.1901; number 31, C, carries -0.1702; number 32, C, carries -0.1878; number 33, C, carries -0.9669; number 34, C, carries -0.2026; number 35, C, carries -0.4231; number 36, N, carries -0.3652; number 37, C, carries 1.7219; number 38, O, carries -0.6016; number 39, O, carries -0.7417; number 40, H, carries 0.3813; number 41, H, carries 0.4049; number 42, H, carries 0.4083; number 43, F, carries -0.3216; number 44, C, carries 0.7066; number 45, C, carries -0.1162; number 46, F, carries -0.3225; number 47, C, carries -0.3714; number 48, F, carries -0.4186; number 49, C, carries 0.7432; number 50, S, carries -0.4737; number 51, C, carries 0.2330; number 52, F, carries -0.3449; number 53, C, carries 0.1173; number 54, F, carries -0.3067